{
  "formula": "C62H68F9NOPS2",
  "method": "the ωB97M-V functional and the def2-TZVPD basis",
  "max_force_ev_per_a": 6.03,
  "homo_ha": -0.383,
  "e_lumo_ha": -0.1695,
  "orbital_gap_ev": 5.81,
  "total_charge": 1,
  "symbols": ["F", "C", "F", "C", "C", "C", "P", "S", "C", "N", "C", "C", "O", "C", "F", "F", "S", "F", "F", "F", "F", "F", "H", "H", "H", "H", "H", "H", "H", "H", "H", "H", "H", "H", "H", "H", "C", "C", "C", "C", "C", "C", "H", "H", "H", "H", "H", "H", "C", "C", "C", "C", "C", "C", "H", "H", "H", "H", "H", "H", "C", "C", "C", "C", "C", "C", "H", "H", "H", "H", "H", "H", "C", "C", "C", "C", "C", "C", "H", "H", "H", "H", "H", "H", "C", "C", "C", "C", "C", "C", "H", "H", "H", "H", "H", "H", "C", "C", "C", "C", "C", "C", "H", "H", "H", "H", "H", "H", "C", "C", "C", "C", "C", "C", "H", "H", "H", "H", "H", "H", "C", "C", "C", "C", "C", "C", "H", "H", "H", "H", "H", "H", "C", "C", "C", "C", "C", "C", "H", "H", "H", "H", "H", "H"],
  "xyz": [[4.2807, -3.2524, 1.3373], [4.5910, -1.7878, 1.1114], [5.2995, -1.3914, 2.3865], [3.0964, -1.0795, 0.9700], [2.0631, -1.9674, 0.0682], [1.1518, -1.1589, -1.0105], [1.5270, -1.5845, -2.8585], [1.6989, -3.4915, -3.2131], [-0.4331, -1.6366, -0.7731], [-1.3772, -0.5159, -1.2565], [-1.2565, 0.7045, -0.3509], [0.3186, 0.7998, 0.1950], [1.1513, 0.3019, -0.9104], [5.5149, -1.7400, -0.2212], [4.9806, -2.5810, -1.3577], [6.8220, -2.4074, 0.1424], [5.9321, -0.0821, -0.9355], [7.5772, -0.2814, -0.3962], [5.6130, 0.7980, 0.4893], [4.3856, 0.1846, -1.6180], [6.3633, -0.8798, -2.4254], [6.4385, 1.3933, -1.6590], [2.6565, -1.0885, 2.0807], [3.1845, 0.0500, 0.6815], [2.5783, -2.8642, -0.5288], [1.3089, -2.5126, 0.8165], [2.6426, -0.7806, -3.3232], [0.3675, -1.1284, -3.6359], [-0.6977, -1.7973, 0.3568], [-0.6732, -2.6662, -1.3160], [-2.3694, -0.8904, -1.1725], [-1.1954, -0.2977, -2.2768], [-1.4171, 1.6548, -1.0191], [-1.9188, 0.6599, 0.6122], [0.6342, 1.9237, 0.4192], [0.5154, 0.1555, 1.1514], [-2.5800, -2.4606, 5.2773], [-1.4397, -1.8832, 4.7195], [-1.4270, -1.5237, 3.3722], [-2.5591, -1.7330, 2.5842], [-3.7007, -2.3070, 3.1429], [-3.7102, -2.6750, 4.4881], [-2.5884, -2.7438, 6.3266], [-0.5599, -1.7138, 5.3353], [-0.5360, -1.0800, 2.9362], [-2.5511, -1.4484, 1.5353], [-4.5835, -2.4685, 2.5291], [-4.5978, -3.1272, 4.9217], [-2.8774, 3.8207, 0.8078], [-1.7394, 3.9506, 1.6033], [-0.9570, 5.1020, 1.5199], [-1.3185, 6.1287, 0.6471], [-2.4586, 6.0004, -0.1456], [-3.2359, 4.8450, -0.0689], [-3.4851, 2.9218, 0.8706], [-1.4616, 3.1535, 2.2883], [-0.0666, 5.2000, 2.1350], [-0.7116, 7.0281, 0.5855], [-2.7411, 6.8013, -0.8245], [-4.1210, 4.7430, -0.6907], [-0.2958, 6.7195, 7.3103], [-0.2243, 5.4210, 7.8136], [-0.5307, 4.3361, 6.9926], [-0.8994, 4.5496, 5.6641], [-0.9672, 5.8481, 5.1598], [-0.6698, 6.9334, 5.9834], [-0.0603, 7.5650, 7.9514], [0.0696, 5.2543, 8.8469], [-0.4814, 3.3248, 7.3870], [-1.1334, 3.7041, 5.0227], [-1.2530, 6.0142, 4.1239], [-0.7281, 7.9452, 5.5917], [-7.3774, -5.8193, -0.0822], [-6.2394, -5.6894, 0.7133], [-5.4570, -4.5380, 0.6299], [-5.8185, -3.5113, -0.2429], [-6.9586, -3.6396, -1.0356], [-7.7359, -4.7950, -0.9589], [-7.9851, -6.7182, -0.0194], [-5.9616, -6.4865, 1.3983], [-4.5666, -4.4400, 1.2450], [-5.2116, -2.6119, -0.3045], [-7.2411, -2.8387, -1.7145], [-8.6210, -4.8970, -1.5807], [-11.3853, -4.8747, 0.3326], [-12.7498, -4.7175, 0.5738], [-13.1859, -3.8638, 1.5867], [-12.2567, -3.1592, 2.3526], [-10.8923, -3.3136, 2.1088], [-10.4559, -4.1743, 1.1020], [-11.0457, -5.5426, -0.4547], [-13.4740, -5.2613, -0.0276], [-14.2489, -3.7467, 1.7789], [-12.5965, -2.4902, 3.1388], [-10.1683, -2.7631, 2.7047], [-9.3927, -4.2986, 0.9160], [8.0549, -4.3031, -6.2252], [6.8614, -4.8656, -6.6768], [5.6581, -4.5492, -6.0469], [5.6472, -3.6616, -4.9704], [6.8403, -3.0962, -4.5213], [8.0447, -3.4199, -5.1453], [8.9929, -4.5526, -6.7142], [6.8692, -5.5518, -7.5199], [4.7292, -4.9928, -6.3947], [4.7090, -3.4111, -4.4825], [6.8314, -2.4033, -3.6835], [8.9747, -2.9835, -4.7916], [5.1247, 0.4736, -5.8549], [5.0734, 1.1918, -4.6606], [4.7045, 2.5367, -4.6700], [4.3770, 3.1612, -5.8739], [4.4247, 2.4419, -7.0677], [4.8026, 1.0995, -7.0593], [5.4156, -0.5736, -5.8476], [5.3219, 0.7032, -3.7218], [4.6711, 3.0978, -3.7401], [4.0847, 4.2080, -5.8808], [4.1679, 2.9283, -8.0055], [4.8450, 0.5409, -7.9902], [1.1900, 10.8217, 12.2080], [2.3965, 10.1224, 12.2033], [2.6562, 9.1849, 11.2040], [1.7124, 8.9536, 10.2030], [0.5074, 9.6556, 10.2056], [0.2438, 10.5864, 11.2101], [0.9865, 11.5498, 12.9888], [3.1348, 10.3077, 12.9795], [3.5936, 8.6354, 11.2044], [1.9166, 8.2265, 9.4214], [-0.2274, 9.4764, 9.4245], [-0.6974, 11.1291, 11.2150], [4.2868, -5.8065, -11.4591], [2.9223, -5.6492, -11.2178], [2.4862, -4.7956, -10.2049], [3.4154, -4.0910, -9.4390], [4.7798, -4.2454, -9.6828], [5.2162, -5.1061, -10.6896], [4.6264, -6.4744, -12.2463], [2.1981, -6.1931, -11.8192], [1.4232, -4.6785, -10.0128], [3.0756, -3.4219, -8.6529], [5.5037, -3.6949, -9.0869], [6.2793, -5.2304, -10.8756]],
  "mulliken_charge": [-0.31, 0.30, -0.31, -0.81, -0.74, 0.74, 0.31, -0.33, -1.11, 0.10, -0.19, -0.20, -0.31, 0.84, -0.16, -0.26, 1.08, -0.32, -0.36, -0.19, -0.26, -0.30, 0.41, 0.43, 0.44, 0.30, 0.12, 0.03, 0.07, 0.47, 0.34, 0.48, 0.24, 0.14, 0.29, 0.00, -0.40, -0.72, 0.12, 0.20, -0.64, -0.59, 0.38, 0.41, 0.27, 0.00, 0.54, 0.40, -0.59, -0.08, -0.67, -0.43, -0.43, -0.46, 0.45, 0.51, 0.58, 0.39, 0.38, 0.39, 0.24, -0.50, -0.45, -0.39, -0.20, -0.63, 0.06, 0.38, 0.37, 0.32, 0.42, 0.36, -0.35, -0.54, -0.28, -0.19, -0.51, -0.46, 0.38, 0.38, 0.44, 0.34, 0.37, 0.43, -0.22, -0.43, -0.44, -0.33, -0.62, 0.23, 0.32, 0.36, 0.35, 0.36, 0.35, 0.06, -0.37, -0.53, -0.56, -0.30, -0.04, -0.73, 0.39, 0.46, 0.44, 0.43, 0.41, 0.41, -0.51, -0.01, -0.57, -0.46, -0.43, -0.49, 0.43, 0.49, 0.39, 0.36, 0.37, 0.44, -0.35, -0.35, -0.45, -0.14, -0.21, -0.48, 0.35, 0.35, 0.35, 0.31, 0.28, 0.34, -0.39, -0.36, -0.40, -0.44, -0.31, -0.43, 0.35, 0.35, 0.35, 0.40, 0.52, 0.36]
}